# C92H174N8O18

A 13-piece molecular cluster, C92H174N8O18 overall at a distorted geometry (ωB97M-V/def2-TZVPD, the Open Molecules 2025 dataset).

Last column: Mulliken charge in e.
Element x y z (Å)
C (4.03, -1.56, -2.80)  -1.522
C (5.08, -0.68, -3.44)  2.385
C (6.21, -1.47, -4.04)  -1.120
C (7.05, -0.72, -5.08)  -0.623
C (6.19, -0.04, -6.19)  -1.128
C (5.03, 0.87, -5.60)  1.940
N (4.38, 0.05, -4.51)  0.310
O (3.30, 0.80, -3.95)  -0.150
C (5.59, 2.20, -5.08)  -1.592
C (3.93, 1.13, -6.53)  -1.963
C (5.68, 0.22, -2.38)  -1.343
H (4.43, -2.15, -1.99)  0.297
H (3.51, -2.19, -3.53)  0.400
H (3.28, -0.89, -2.33)  -0.606
H (6.91, -1.84, -3.29)  0.329
H (5.82, -2.34, -4.59)  0.364
H (7.68, -1.42, -5.61)  0.488
H (7.74, 0.05, -4.67)  0.259
H (5.73, -0.83, -6.81)  0.312
H (6.76, 0.64, -6.86)  0.371
H (6.15, 2.77, -5.82)  0.478
H (4.79, 2.88, -4.81)  0.214
H (6.22, 2.14, -4.18)  0.048
H (4.20, 1.69, -7.43)  0.407
H (3.42, 0.22, -6.90)  0.396
H (3.16, 1.71, -6.06)  0.232
H (6.07, -0.41, -1.54)  0.420
H (4.97, 0.92, -1.92)  -0.317
H (6.56, 0.80, -2.75)  0.376
C (-2.06, -8.56, -0.10)  -2.025
C (-1.99, -7.19, 0.68)  2.012
C (-1.85, -5.94, -0.17)  -1.725
C (-2.27, -4.72, 0.62)  2.036
C (-3.69, -4.81, 1.14)  -0.434
C (-3.87, -6.06, 2.07)  2.056
N (-3.25, -7.19, 1.42)  0.306
O (-3.41, -8.34, 2.25)  -0.537
C (-3.27, -5.72, 3.40)  -1.073
C (-5.35, -6.42, 2.22)  -1.976
C (-0.81, -7.26, 1.63)  -1.449
H (-2.09, -9.38, 0.58)  0.526
H (-1.17, -8.67, -0.81)  0.306
H (-2.96, -8.73, -0.71)  0.415
H (-0.81, -6.01, -0.50)  0.571
H (-2.51, -6.03, -1.04)  0.235
H (-2.06, -3.88, -0.05)  -0.294
H (-1.63, -4.62, 1.48)  -0.964
H (-4.36, -4.95, 0.27)  0.346
H (-3.99, -3.87, 1.65)  -0.448
H (-3.57, -4.71, 3.67)  -0.130
H (-3.56, -6.45, 4.17)  0.508
H (-2.18, -5.72, 3.45)  -0.067
H (-5.65, -6.75, 1.23)  0.486
H (-5.50, -7.37, 2.78)  0.480
H (-6.04, -5.69, 2.67)  0.261
H (-0.78, -6.51, 2.42)  -0.078
H (0.13, -7.32, 1.06)  0.384
H (-0.84, -8.19, 2.26)  0.394
C (-8.04, -0.71, -4.43)  -1.379
C (-7.43, -2.11, -4.61)  1.403
C (-6.52, -2.24, -5.85)  -1.279
C (-5.21, -1.50, -5.67)  -0.806
C (-4.44, -1.93, -4.42)  -1.037
C (-5.28, -1.96, -3.12)  2.562
N (-6.62, -2.52, -3.44)  0.512
O (-7.33, -2.84, -2.31)  -0.580
C (-4.68, -2.89, -2.05)  -2.719
C (-5.34, -0.58, -2.51)  -0.745
C (-8.55, -3.18, -4.75)  -1.947
H (-7.21, 0.02, -4.43)  0.145
H (-8.51, -0.54, -3.47)  0.349
H (-8.76, -0.47, -5.20)  0.429
H (-6.32, -3.31, -6.01)  0.351
H (-7.11, -1.86, -6.70)  0.484
H (-5.29, -0.42, -5.62)  0.206
H (-4.63, -1.76, -6.55)  0.425
H (-3.64, -1.23, -4.23)  0.212
H (-4.01, -2.92, -4.57)  0.461
H (-5.05, -2.78, -1.02)  0.587
H (-4.78, -3.93, -2.32)  0.626
H (-3.62, -2.68, -1.97)  0.383
H (-5.93, -0.57, -1.60)  0.525
H (-4.36, -0.28, -2.19)  -0.300
H (-5.70, 0.16, -3.19)  0.071
H (-9.23, -3.05, -3.92)  0.418
H (-8.30, -4.23, -4.89)  0.388
H (-9.13, -2.95, -5.62)  0.482
C (3.60, -1.57, 4.57)  -1.732
C (2.53, -2.45, 5.18)  1.653
C (1.02, -2.04, 4.80)  0.600
C (0.01, -3.19, 5.03)  0.091
C (0.34, -4.53, 4.40)  -0.444
C (1.82, -5.00, 4.76)  1.331
N (2.80, -3.84, 4.74)  1.189
O (4.03, -4.29, 5.21)  -0.589
C (1.74, -5.60, 6.19)  -1.870
C (2.43, -6.02, 3.81)  -1.619
C (2.64, -2.30, 6.74)  -2.040
H (4.54, -2.11, 4.75)  0.690
H (3.56, -0.58, 5.05)  0.253
H (3.55, -1.37, 3.48)  -0.246
H (0.74, -1.14, 5.39)  0.140
H (1.02, -1.68, 3.71)  -0.746
H (-0.98, -2.82, 4.67)  -0.763
H (-0.13, -3.28, 6.12)  0.519
H (0.20, -4.45, 3.33)  -0.394
H (-0.39, -5.28, 4.75)  0.696
H (1.17, -6.57, 6.24)  0.397
H (2.76, -5.83, 6.50)  0.435
H (1.33, -4.89, 6.93)  0.376
H (1.90, -6.97, 3.70)  0.330
H (2.62, -5.58, 2.84)  -0.167
H (3.46, -6.20, 4.14)  0.561
H (3.56, -2.67, 7.17)  0.402
H (1.90, -2.95, 7.14)  0.470
H (2.45, -1.29, 7.12)  0.326
C (-5.21, -0.61, 2.74)  -1.028
C (-5.42, -1.22, 4.17)  1.553
C (-4.06, -1.88, 4.63)  -0.300
C (-3.10, -0.79, 5.19)  1.033
C (-3.68, 0.00, 6.38)  -1.692
C (-5.00, 0.65, 6.00)  1.887
N (-5.86, -0.29, 5.18)  0.549
O (-7.14, 0.30, 4.89)  -0.523
C (-5.87, 1.03, 7.20)  -1.792
C (-4.62, 1.89, 5.15)  -1.507
C (-6.47, -2.29, 4.11)  -1.941
H (-4.83, -1.33, 2.05)  0.075
H (-4.52, 0.21, 2.82)  0.021
H (-6.10, -0.12, 2.33)  0.414
H (-4.27, -2.61, 5.39)  0.693
H (-3.63, -2.36, 3.75)  -0.496
H (-2.80, -0.13, 4.36)  -1.070
H (-2.17, -1.22, 5.57)  0.332
H (-2.99, 0.82, 6.59)  0.379
H (-3.85, -0.55, 7.34)  0.327
H (-5.39, 1.56, 8.03)  0.362
H (-6.75, 1.64, 6.97)  0.398
H (-6.33, 0.16, 7.71)  0.425
H (-4.27, 2.69, 5.81)  0.448
H (-3.78, 1.77, 4.45)  -0.027
H (-5.46, 2.29, 4.58)  0.329
H (-6.29, -2.99, 3.27)  0.212
H (-7.42, -1.86, 3.90)  0.528
H (-6.59, -2.90, 4.98)  0.475
C (-3.89, 4.78, -2.17)  -0.894
C (-3.55, 4.03, -3.46)  1.866
C (-4.06, 4.98, -4.62)  -1.206
C (-3.01, 6.09, -4.95)  -0.649
C (-1.60, 5.57, -5.23)  -0.964
C (-1.07, 4.79, -4.00)  2.016
N (-2.08, 3.76, -3.63)  -0.122
O (-1.63, 2.78, -2.77)  0.234
C (0.16, 3.99, -4.40)  -1.877
C (-0.76, 5.80, -2.90)  -1.451
C (-4.26, 2.66, -3.44)  -2.110
H (-3.49, 4.16, -1.39)  -0.365
H (-4.99, 4.78, -2.01)  0.512
H (-3.51, 5.80, -2.07)  0.370
H (-4.23, 4.39, -5.54)  0.389
H (-4.94, 5.45, -4.23)  0.447
H (-3.12, 6.83, -4.15)  0.297
H (-3.29, 6.58, -5.89)  0.429
H (-0.92, 6.43, -5.34)  0.416
H (-1.60, 5.01, -6.19)  0.320
H (0.61, 3.52, -3.53)  -0.004
H (-0.06, 3.17, -5.06)  0.441
H (0.87, 4.63, -4.93)  0.511
H (0.08, 6.43, -3.21)  0.390
H (-1.64, 6.42, -2.75)  0.533
H (-0.58, 5.34, -1.92)  -0.302
H (-5.33, 2.90, -3.35)  0.476
H (-4.00, 2.03, -2.61)  -0.064
H (-4.02, 2.13, -4.35)  0.655
C (6.77, 4.10, -1.55)  -1.849
C (5.64, 5.08, -1.70)  1.827
C (4.24, 4.42, -1.96)  1.118
C (3.08, 5.35, -1.58)  -0.254
C (3.11, 5.99, -0.19)  -0.515
C (4.50, 6.55, 0.14)  1.731
N (5.61, 5.70, -0.35)  0.740
O (6.82, 6.30, -0.05)  -0.588
C (4.62, 7.92, -0.48)  -1.717
C (4.70, 6.65, 1.67)  -1.843
C (5.89, 6.03, -2.86)  -1.971
H (6.75, 3.56, -0.61)  0.395
H (7.74, 4.61, -1.52)  0.537
H (6.89, 3.51, -2.46)  0.307
H (4.12, 4.16, -2.99)  0.176
H (4.12, 3.50, -1.40)  -1.481
H (2.15, 4.83, -1.71)  -0.476
H (3.05, 6.18, -2.30)  0.609
H (2.79, 5.20, 0.50)  -0.800
H (2.40, 6.82, -0.06)  0.766
H (5.38, 8.50, 0.05)  0.418
H (5.01, 7.89, -1.50)  0.362
H (3.69, 8.50, -0.53)  0.293
H (4.09, 7.44, 2.13)  0.348
H (4.49, 5.68, 2.13)  0.150
H (5.74, 6.87, 1.93)  0.526
H (5.97, 5.53, -3.86)  0.322
H (6.69, 6.74, -2.69)  0.358
H (4.96, 6.61, -3.02)  0.479
C (1.78, 0.28, 0.43)  -0.500
C (0.85, 1.06, -0.49)  1.953
C (0.38, 0.05, -1.58)  0.106
C (-0.64, -0.96, -1.09)  -1.045
C (-1.87, -0.29, -0.50)  -0.163
C (-1.61, 0.74, 0.60)  2.786
N (-0.33, 1.49, 0.33)  0.496
O (0.04, 2.42, 1.29)  0.851
C (-2.69, 1.83, 0.56)  -1.657
C (-1.53, -0.01, 1.91)  0.204
C (1.48, 2.30, -1.05)  -0.180
H (1.33, -0.63, 0.83)  -0.021
H (2.25, 0.86, 1.22)  -0.296
H (2.63, -0.13, -0.15)  -0.512
H (-0.02, 0.52, -2.46)  0.327
H (1.28, -0.43, -1.98)  -0.954
H (-0.18, -1.56, -0.30)  -0.378
H (-1.03, -1.65, -1.82)  0.963
H (-2.57, -1.01, -0.04)  0.576
H (-2.40, 0.21, -1.34)  -1.281
H (-2.37, 2.58, 1.31)  0.228
H (-2.64, 2.36, -0.39)  -0.255
H (-3.72, 1.56, 0.84)  0.203
H (-1.20, 0.60, 2.76)  -1.120
H (-2.52, -0.36, 2.13)  0.004
H (-0.89, -0.91, 1.89)  -0.316
H (2.32, 2.15, -1.74)  -0.117
H (1.80, 2.96, -0.25)  -0.114
H (0.71, 2.88, -1.56)  -0.218
O (-1.44, -3.31, -5.33)  -0.559
C (-0.33, -3.85, -5.19)  0.249
O (0.01, -4.93, -5.92)  -0.383
C (1.32, -5.43, -5.41)  -0.565
C (1.97, -4.22, -4.65)  -0.581
C (0.75, -3.42, -4.20)  0.547
H (1.93, -5.74, -6.25)  0.342
H (1.03, -6.30, -4.82)  0.266
H (2.56, -3.62, -5.37)  0.266
H (2.70, -4.59, -3.94)  0.380
H (0.85, -2.33, -4.22)  0.134
H (0.40, -3.74, -3.21)  -0.055
O (-0.79, 1.19, 6.27)  -0.656
C (0.10, 1.75, 5.63)  0.220
O (1.35, 1.30, 5.67)  -0.287
C (2.21, 2.04, 4.74)  -0.031
C (1.42, 3.36, 4.54)  -0.159
C (-0.03, 2.89, 4.68)  0.833
H (2.26, 1.41, 3.83)  -0.230
H (3.22, 2.19, 5.17)  0.479
H (1.75, 3.80, 3.60)  -0.306
H (1.63, 4.06, 5.35)  0.451
H (-0.40, 2.48, 3.74)  -1.035
H (-0.72, 3.66, 5.03)  0.614
O (5.87, -1.67, 1.71)  -0.521
C (5.24, -2.64, 1.30)  0.090
O (3.89, -2.60, 1.09)  0.135
C (3.42, -3.80, 0.49)  0.092
C (4.50, -4.83, 0.67)  -0.516
C (5.77, -3.93, 0.81)  -0.573
H (3.14, -3.51, -0.52)  -0.043
H (2.46, -4.09, 0.94)  0.206
H (4.58, -5.53, -0.17)  0.485
H (4.33, -5.43, 1.58)  0.137
H (6.23, -3.77, -0.18)  0.189
H (6.51, -4.36, 1.48)  0.485
O (3.51, 3.03, 2.00)  -0.064
C (4.52, 2.34, 2.14)  -0.107
O (5.19, 2.22, 3.31)  -0.477
C (6.30, 1.31, 3.12)  -0.094
C (6.63, 1.40, 1.66)  -0.632
C (5.20, 1.52, 1.07)  3.531
H (5.92, 0.34, 3.44)  -0.182
H (7.11, 1.61, 3.80)  0.419
H (7.15, 0.48, 1.39)  0.368
H (7.29, 2.24, 1.42)  0.431
H (4.72, 0.51, 1.01)  -1.245
H (5.13, 2.04, 0.14)  -1.810
O (-1.36, 9.13, 1.52)  -0.671
C (-1.26, 7.89, 1.60)  0.284
O (-1.11, 7.27, 2.77)  -0.395
C (-0.88, 5.84, 2.61)  -0.066
C (-0.55, 5.72, 1.05)  1.435
C (-1.33, 6.92, 0.47)  -0.013
H (-1.81, 5.31, 2.89)  0.146
H (-0.09, 5.57, 3.30)  0.044
H (-0.79, 4.71, 0.67)  -0.218
H (0.53, 5.88, 0.90)  -0.843
H (-2.41, 6.82, 0.30)  0.158
H (-0.81, 7.43, -0.32)  0.143

Properties
- ⟨S²⟩: 20.0386
- Gap between HOMO and LUMO (alpha / beta): 8.07 / 8.40 eV
- Spin multiplicity: 9
- LUMO (alpha / beta): -0.27 / -0.94 eV

=====

# C21H17MoN2O4PS

C21H17MoN2O4PS as an isolated structure at a distorted geometry (ωB97M-V/def2-TZVPD, the Open Molecules 2025 dataset).

Last column: Mulliken charge in e.
Element x y z (Å)
Mo (-0.05, 0.63, -0.25)  1.520
O (1.17, -2.17, 0.18)  -0.292
S (-0.24, -2.37, 0.36)  0.392
O (-0.88, -2.59, -1.14)  -0.329
O (-0.73, -0.78, 0.44)  -0.507
C (-0.02, -3.09, -2.11)  0.115
C (-0.07, -4.43, -2.47)  -0.545
C (0.82, -4.90, -3.43)  -0.666
C (1.76, -4.05, -3.99)  -0.676
C (1.82, -2.72, -3.62)  -0.846
C (0.91, -2.23, -2.68)  1.201
P (0.85, -0.47, -2.22)  0.986
C (-0.40, 0.21, -3.40)  1.648
C (-1.71, 0.00, -2.93)  -0.483
C (-2.80, 0.39, -3.69)  -0.849
C (-2.61, 1.03, -4.90)  -0.592
C (-1.32, 1.26, -5.35)  -0.788
C (-0.22, 0.83, -4.62)  -0.412
C (2.57, 0.09, -2.41)  0.876
C (3.11, 0.90, -3.40)  -0.088
C (4.46, 1.23, -3.36)  -0.882
C (5.27, 0.74, -2.35)  -0.585
C (4.73, -0.05, -1.34)  -0.812
C (3.38, -0.36, -1.36)  -0.806
H (-0.80, -5.07, -2.01)  0.527
H (0.78, -5.93, -3.73)  0.428
H (2.45, -4.44, -4.73)  0.457
H (2.56, -2.06, -4.05)  0.486
H (-1.89, -0.56, -2.01)  0.206
H (-3.80, 0.16, -3.34)  0.463
H (-3.46, 1.34, -5.48)  0.431
H (-1.16, 1.78, -6.29)  0.466
H (0.77, 0.99, -5.03)  0.387
H (2.51, 1.29, -4.21)  0.178
H (4.88, 1.86, -4.13)  0.488
H (6.32, 0.97, -2.34)  0.430
H (5.36, -0.42, -0.55)  0.470
H (2.97, -1.00, -0.59)  0.409
O (1.54, 3.79, -2.53)  -0.288
C (1.11, 2.98, -1.84)  0.567
N (0.65, 2.11, -1.13)  -0.687
C (-0.98, 3.65, 3.15)  -0.870
C (-0.71, 2.70, 2.15)  0.297
N (-0.50, 1.92, 1.32)  -0.384
H (-1.05, 3.15, 4.13)  0.322
H (-1.93, 4.15, 2.95)  0.318
H (-0.18, 4.39, 3.20)  0.319

Properties
- ⟨S²⟩: 2.0182
- Gap between HOMO and LUMO (alpha / beta): 5.96 / 6.33 eV
- Charge: +2
- Spin multiplicity: 3
- LUMO (alpha / beta): -8.92 / -8.54 eV

=====

# C5H8N2

C5H8N2 in the gas phase (ωB97M-V/def2-TZVPD, the Open Molecules 2025 dataset).

Last column: Mulliken charge in e.
Element x y z (Å)
C (-1.10, -2.53, 0.42)  -0.829
C (-1.10, -1.25, 0.20)  0.181
C (-1.07, 0.06, 0.03)  0.443
N (-2.21, 0.90, 0.02)  -0.587
C (0.23, 0.77, -0.05)  -0.274
N (1.34, 0.16, -0.14)  -0.316
C (2.55, 0.95, -0.17)  -0.654
H (-1.11, -2.95, 1.42)  0.236
H (-1.07, -3.24, -0.41)  0.227
H (-3.07, 0.37, 0.04)  0.273
H (-2.22, 1.50, -0.80)  0.230
H (0.16, 1.87, -0.02)  0.312
H (3.15, 0.65, -1.04)  0.224
H (2.37, 2.04, -0.21)  0.303
H (3.14, 0.72, 0.72)  0.231

Properties
- Gap between HOMO and LUMO: 9.36 eV
- Structure (SMILES): C=C=C(N)/C=N/C
- LUMO: 1.03 eV

=====

Let's list E in order: -5401.69077; -2028.02291; -304.74655 a.u..